(1)
{
  "formula": "C7H17N4O",
  "method": "wB97M-V/def2-TZVPD",
  "elements": ["C", "C", "C", "N", "N", "C", "C", "O", "C", "N", "C", "N", "H", "H", "H", "H", "H", "H", "H", "H", "H", "H", "H", "H", "H", "H", "H", "H", "H"],
  "coordinates": [[2.02, -1.74, -0.28], [1.08, -0.98, 0.77], [0.92, -1.73, 2.03], [-0.25, -0.78, 0.02], [-1.17, 0.17, 0.53], [-2.04, -0.32, 1.67], [-1.31, 1.38, 0.16], [-2.06, 2.17, 0.67], [-0.35, 2.05, -1.01], [0.86, 2.54, -0.45], [-0.17, 1.18, -2.14], [-1.00, 0.91, -3.11], [1.99, -1.22, -1.23], [3.04, -1.87, 0.01], [1.59, -2.75, -0.55], [1.49, 0.04, 0.75], [2.00, -1.99, 2.35], [0.50, -2.73, 1.83], [0.47, -1.41, 2.89], [-0.68, -1.74, 0.21], [-1.50, -0.31, 2.55], [-2.81, 0.45, 1.84], [-2.54, -1.23, 1.37], [-0.99, 2.92, -1.28], [1.73, 1.97, -0.86], [0.95, 2.48, 0.50], [0.86, 0.77, -2.19], [-1.88, 1.41, -3.13], [-0.73, 0.37, -3.93]],
  "mulliken_charge": [-1.261, 0.536, -1.406, -0.502, -0.034, -1.160, 0.856, -0.595, 0.061, -0.576, -0.144, -0.251, 0.244, 0.432, 0.306, 0.104, 0.351, 0.380, 0.441, 0.398, 0.340, 0.439, 0.356, 0.356, 0.284, 0.333, 0.138, 0.282, 0.290],
  "total_charge": 1,
  "orbital_gap_ev": 8.2,
  "de_lowest_kcal_mol": 79.6,
  "largest_force_ha_per_bohr": 0.110,
  "mol_weight_da": 173.240,
  "smiles": "CC(C)NN(C)C(=O)[C@@H](N)C=[NH2+]",
  "e_tot_ha": -570.845691,
  "multiplicity": 1
}



(2)
{
  "formula": "C12H25Cl2NO7S3",
  "method": "wB97M-V/def2-TZVPD",
  "elements": ["C", "C", "O", "O", "C", "C", "Cl", "C", "C", "N", "C", "S", "O", "O", "O", "C", "Cl", "H", "H", "H", "H", "H", "H", "H", "H", "H", "H", "H", "H", "H", "C", "S", "O", "C", "H", "H", "H", "H", "H", "H", "C", "S", "O", "C", "H", "H", "H", "H", "H", "H"],
  "coordinates": [[-1.52, 3.89, 0.10], [0.00, 3.96, 0.10], [0.54, 4.62, 0.90], [0.70, 3.30, -0.87], [1.73, 2.46, -0.29], [1.83, 1.15, -1.08], [2.41, 1.65, -2.74], [2.92, 0.25, -0.47], [2.90, 0.15, 1.10], [3.72, 1.20, 1.75], [2.99, -1.18, -1.08], [1.35, -1.88, -1.11], [1.34, -3.02, -1.95], [0.90, -2.22, 0.19], [0.44, -0.77, -1.87], [0.43, 0.51, -1.26], [-0.55, 0.54, 0.26], [-1.85, 4.78, 0.64], [-1.92, 3.91, -0.92], [-1.85, 3.01, 0.66], [2.69, 2.98, -0.23], [1.42, 2.28, 0.74], [3.89, 0.72, -0.71], [3.34, -0.81, 1.37], [1.87, 0.24, 1.47], [3.14, 1.81, 2.31], [4.12, 1.82, 1.05], [3.64, -1.82, -0.48], [3.40, -1.19, -2.10], [-0.12, 1.15, -1.94], [-3.62, 0.73, 4.47], [-2.88, 2.33, 4.08], [-1.88, 2.10, 3.01], [-1.98, 2.49, 5.63], [-4.21, 0.42, 3.61], [-2.84, 0.00, 4.66], [-4.28, 0.83, 5.33], [-1.30, 1.64, 5.75], [-2.68, 2.53, 6.46], [-1.40, 3.41, 5.59], [-2.22, -6.18, -3.85], [-2.50, -4.40, -3.92], [-3.35, -4.13, -5.11], [-0.81, -3.98, -4.37], [-3.17, -6.66, -3.63], [-1.86, -6.54, -4.82], [-1.51, -6.41, -3.07], [-0.53, -4.48, -5.30], [-0.13, -4.27, -3.56], [-0.75, -2.90, -4.50]],
  "mulliken_charge": [-0.862, 0.788, -0.483, -0.345, -1.097, 0.898, -0.166, -0.298, -0.666, -0.744, -1.221, 1.238, -0.647, -0.601, -0.292, -0.576, 0.000, 0.343, 0.342, 0.080, 0.501, 0.357, 0.637, 0.418, 0.256, 0.333, 0.299, 0.474, 0.420, 0.629, -0.981, 0.427, -0.507, -0.981, 0.314, 0.309, 0.385, 0.305, 0.387, 0.315, -0.900, 0.536, -0.637, -0.827, 0.315, 0.288, 0.326, 0.364, 0.259, 0.288],
  "total_charge": 0,
  "orbital_gap_ev": 9.0,
  "largest_force_ha_per_bohr": 0.074,
  "mol_weight_da": 462.439,
  "e_tot_ha": -3168.536170,
  "multiplicity": 1
}



(3)
{
  "formula": "C4H6BrNO",
  "method": "wB97M-V/def2-TZVPD",
  "elements": ["C", "C", "C", "C", "N", "O", "Br", "H", "H", "H", "H", "H", "H"],
  "coordinates": [[-1.97, 0.43, -0.44], [0.44, -0.75, 1.07], [1.51, 0.28, 0.54], [0.45, -0.21, -0.35], [-0.69, 0.70, -0.82], [-2.34, -0.32, 0.42], [1.15, -1.38, -1.79], [-2.53, 1.05, -1.10], [0.74, -1.79, 1.31], [-0.20, -0.26, 1.80], [1.26, 1.25, 0.95], [2.60, -0.01, 0.25], [-0.44, 1.01, -1.84]],
  "lowdin_spin": [0.612, 0.014, 0.019, 0.029, 0.247, 0.901, 0.056, 0.110, 0.000, 0.003, 0.001, 0.001, 0.007],
  "total_charge": 0,
  "orbital_gap_ev": [5.8, 7.0],
  "s2": 2.007,
  "de_lowest_kcal_mol": 38.1,
  "largest_force_ha_per_bohr": 0.158,
  "mol_weight_da": 164.002,
  "e_tot_ha": -2859.781870,
  "multiplicity": 3
}



(4)
{
  "formula": "C31H27F4N2O",
  "method": "wB97M-V/def2-TZVPD",
  "elements": ["F", "C", "C", "C", "F", "C", "C", "C", "C", "C", "C", "C", "C", "F", "C", "C", "F", "C", "C", "H", "H", "H", "H", "H", "H", "H", "H", "H", "C", "N", "C", "H", "C", "C", "C", "C", "O", "C", "C", "C", "N", "C", "C", "C", "C", "C", "C", "C", "H", "H", "H", "H", "H", "H", "H", "H", "H", "H", "H", "H", "H", "H", "H", "H", "H"],
  "coordinates": [[-3.31, -0.39, 3.22], [-2.04, -0.24, 3.75], [-1.83, -0.59, 5.08], [-0.53, -0.47, 5.56], [-0.27, -0.85, 6.86], [0.52, 0.00, 4.78], [0.28, 0.39, 3.43], [1.36, 0.91, 2.64], [1.24, 1.48, 1.38], [2.33, 1.90, 0.57], [2.10, 1.94, -0.89], [2.95, 1.28, -1.81], [2.62, 1.26, -3.16], [3.44, 0.59, -4.05], [1.49, 1.89, -3.68], [0.65, 2.51, -2.76], [-0.46, 3.17, -3.22], [0.91, 2.53, -1.39], [-1.04, 0.24, 2.92], [-2.64, -0.95, 5.71], [1.53, 0.07, 5.19], [2.37, 0.84, 3.07], [0.22, 1.56, 0.97], [3.32, 1.56, 0.89], [3.85, 0.78, -1.46], [1.26, 1.89, -4.74], [0.22, 3.01, -0.70], [-1.25, 0.49, 1.88], [5.43, 3.87, 3.09], [5.05, 4.42, 1.81], [3.66, 4.55, 1.40], [3.18, 3.52, 1.08], [2.79, 5.19, 2.47], [1.67, 4.51, 2.95], [0.87, 5.05, 3.94], [1.18, 6.32, 4.47], [0.34, 6.80, 5.44], [0.62, 8.10, 6.01], [2.30, 7.02, 3.99], [3.10, 6.45, 3.01], [3.82, 5.40, 0.23], [2.70, 5.98, -0.45], [5.12, 5.79, 0.03], [5.90, 5.18, 1.04], [7.24, 5.55, 1.24], [7.77, 6.56, 0.43], [6.99, 7.17, -0.57], [5.66, 6.79, -0.79], [6.52, 3.84, 3.16], [5.03, 4.46, 3.93], [5.03, 2.85, 3.16], [1.45, 3.53, 2.53], [0.00, 4.52, 4.31], [-0.19, 8.24, 6.73], [1.60, 8.10, 6.51], [0.59, 8.88, 5.23], [2.55, 8.01, 4.40], [3.96, 7.02, 2.66], [3.06, 6.58, -1.30], [2.04, 5.19, -0.81], [2.11, 6.63, 0.22], [7.81, 5.07, 2.04], [8.81, 6.88, 0.57], [7.45, 7.95, -1.19], [5.04, 7.26, -1.54]],
  "mulliken_charge": [-0.297, 0.414, -0.669, 0.365, -0.297, -0.917, 0.826, -0.128, -0.240, -0.939, 1.009, -0.646, 0.298, -0.303, -0.653, 0.154, -0.305, -0.650, -0.834, 0.477, 0.424, 0.349, 0.127, 0.684, 0.466, 0.499, 0.563, 0.555, -0.818, 0.250, 2.576, -2.212, -0.618, 0.224, -0.798, 0.724, -0.448, -0.845, -0.578, -1.061, 0.385, -0.687, 1.207, 1.192, -0.958, -0.688, -0.696, -0.963, 0.327, 0.313, 0.207, 0.201, 0.512, 0.249, 0.342, 0.340, 0.425, 0.464, 0.313, 0.100, 0.297, 0.301, 0.384, 0.387, 0.318],
  "total_charge": 1,
  "orbital_gap_ev": 3.8,
  "largest_force_ha_per_bohr": 0.040,
  "mol_weight_da": 519.562,
  "e_tot_ha": -1781.375947,
  "multiplicity": 1
}



(5)
{
  "formula": "C5H6O",
  "method": "wB97M-V/def2-TZVPD",
  "elements": ["C", "C", "C", "O", "C", "C", "H", "H", "H", "H", "H", "H"],
  "coordinates": [[-1.91, 0.02, -0.45], [-0.54, 0.29, 0.20], [0.64, -0.13, -0.57], [0.58, -0.43, -1.74], [1.87, -0.16, 0.24], [2.82, -0.17, 0.97], [-2.68, 0.34, 0.26], [-2.02, -1.03, -0.69], [-2.11, 0.59, -1.38], [0.06, -0.71, 1.40], [-0.46, 1.40, 0.30], [3.75, 0.00, 1.47]],
  "mulliken_charge": [-1.106, -0.115, 0.309, -0.538, -0.592, 0.217, 0.341, 0.311, 0.286, 0.294, 0.163, 0.432],
  "total_charge": 0,
  "orbital_gap_ev": 10.3,
  "de_lowest_kcal_mol": 102.5,
  "largest_force_ha_per_bohr": 0.087,
  "mol_weight_da": 82.102,
  "e_tot_ha": -269.182950,
  "multiplicity": 1
}



(6)
{
  "formula": "C21H28ClGdN3O2S",
  "method": "wB97M-V/def2-TZVPD",
  "elements": ["Gd", "Cl", "N", "N", "C", "C", "C", "C", "C", "C", "H", "H", "H", "H", "H", "H", "C", "C", "C", "C", "H", "H", "H", "H", "H", "H", "O", "H", "H", "O", "H", "H", "C", "C", "C", "H", "H", "C", "C", "H", "C", "C", "C", "C", "H", "C", "H", "H", "H", "H", "H", "H", "H", "H", "S", "C", "N"],
  "coordinates": [[-1.01, -0.62, 0.74], [-1.85, -1.81, 2.74], [0.21, -2.09, -0.78], [-1.37, 1.79, 0.81], [1.06, -2.84, -0.07], [-0.72, 2.56, 1.67], [-0.02, -2.82, -2.07], [0.42, -4.24, -1.73], [0.88, -2.31, -3.19], [-1.47, -2.74, -2.50], [1.93, -2.31, -2.87], [0.60, -1.31, -3.53], [0.79, -3.01, -4.03], [-2.13, -3.08, -1.70], [-1.62, -3.37, -3.39], [-1.77, -1.71, -2.76], [-2.41, 2.64, 0.14], [-2.09, 4.04, 0.65], [-3.79, 2.17, 0.59], [-2.30, 2.58, -1.38], [-1.31, 2.96, -1.67], [-3.07, 3.24, -1.81], [-2.44, 1.56, -1.76], [-3.82, 2.10, 1.68], [-4.03, 1.20, 0.15], [-4.52, 2.93, 0.27], [-1.02, 3.85, 1.65], [-2.93, 4.52, 1.17], [-1.70, 4.70, -0.13], [1.29, -4.05, -0.54], [1.03, -4.73, -2.50], [-0.42, -4.88, -1.42], [1.73, -2.45, 1.23], [0.32, 2.10, 2.66], [1.39, 1.24, 2.03], [-0.23, 1.53, 3.44], [0.74, 3.00, 3.12], [1.32, -0.16, 2.18], [2.08, -0.98, 1.33], [0.60, -0.61, 2.90], [3.15, -0.43, 0.63], [3.31, 0.96, 0.63], [4.13, -1.31, -0.10], [2.43, 1.81, 1.30], [4.16, 1.39, 0.10], [2.61, 3.30, 1.23], [3.60, 3.53, 0.80], [2.57, 3.76, 2.22], [1.86, 3.80, 0.60], [4.45, -2.15, 0.52], [5.02, -0.72, -0.36], [3.72, -1.72, -1.03], [2.64, -3.07, 1.31], [1.05, -2.76, 2.04], [-3.20, -0.78, -0.78], [-4.47, -1.74, -0.34], [-5.40, -2.43, -0.09]],
  "lowdin_spin": [7.571, 0.023, 0.008, 0.006, 0.007, -0.001, 0.004, 0.000, 0.003, 0.005, 0.000, 0.002, 0.001, 0.001, 0.000, 0.003, 0.003, 0.000, 0.000, 0.015, 0.002, 0.001, 0.009, 0.000, 0.000, 0.000, 0.001, 0.000, 0.000, 0.001, 0.000, 0.000, -0.005, -0.014, -0.075, -0.007, 0.000, -0.215, -0.112, -0.021, -0.037, -0.164, -0.001, -0.067, -0.022, -0.007, -0.002, 0.000, -0.004, 0.001, -0.002, -0.001, 0.000, 0.000, 0.068, 0.023, 0.004],
  "total_charge": -1,
  "orbital_gap_ev": [3.7, 3.3],
  "s2": 16.729,
  "largest_force_ha_per_bohr": 0.066,
  "mol_weight_da": 579.244,
  "e_tot_ha": -2755.867497,
  "multiplicity": 8
}